No. 1
Here is a structure of composition C53H52BN7O4PS3Zr at a distorted geometry from the OMol25 dataset. Energies are from ωB97M-V with the def2-TZVPD basis set.

Values from the calculation:
HOMO in eV: -10.590
Net charge: +1
Max |F| in hartree/bohr: 0.0381
HOMO-LUMO gap in eV: 8.102

Geometry as XYZ:
```
122
Properties=species:S:1:pos:R:3:lowdin_charge:R:1
Zr 0.777 -0.019 -0.096 1.70
C 3.293 -0.095 4.189 0.01
C 1.945 -0.198 3.562 -0.24
C 0.743 0.291 4.018 0.05
C -0.202 -0.022 3.047 -0.20
N 0.382 -0.716 2.051 -0.02
N 1.722 -0.811 2.386 0.01
B 2.801 -1.534 1.506 -0.50
N 3.581 -0.513 0.643 0.04
N 2.948 0.186 -0.367 -0.03
C 3.894 0.922 -0.988 -0.18
C 5.119 0.689 -0.358 0.04
C 4.887 -0.214 0.655 -0.24
C 5.858 -0.803 1.628 0.00
C 3.733 1.798 -2.184 -0.17
C 2.655 2.653 -2.401 -0.08
C 2.596 3.461 -3.521 -0.08
C 3.627 3.437 -4.450 -0.08
C 4.713 2.599 -4.247 -0.07
C 4.762 1.786 -3.122 -0.03
N 2.110 -2.534 0.548 0.02
N 1.543 -2.120 -0.641 -0.01
C 1.391 -3.231 -1.383 -0.24
C 1.850 -4.337 -0.655 0.02
C 2.276 -3.864 0.563 -0.26
C 2.841 -4.607 1.731 0.00
C 0.839 -3.356 -2.760 -0.17
C 1.498 -4.248 -3.608 -0.03
C 1.021 -4.507 -4.884 -0.06
C -0.139 -3.889 -5.333 -0.07
C -0.805 -3.001 -4.501 -0.07
C -0.318 -2.732 -3.229 -0.10
C -1.629 0.484 3.147 -0.23
C -2.140 0.135 4.525 -0.05
C -2.751 1.025 5.293 -0.06
C -2.935 2.431 4.870 -0.05
C -2.442 2.887 3.726 -0.03
C -1.683 2.018 2.764 -0.14
H 3.187 0.197 5.231 0.09
H 3.887 0.672 3.683 0.10
H 3.836 -1.041 4.140 0.08
H 0.571 0.855 4.928 0.14
H 3.568 -2.127 2.210 0.12
H 6.068 1.140 -0.616 0.13
H 6.859 -0.446 1.391 0.09
H 5.863 -1.893 1.584 0.09
H 5.628 -0.509 2.651 0.07
H 1.873 2.705 -1.683 0.08
H 1.748 4.122 -3.667 0.11
H 3.583 4.070 -5.330 0.11
H 5.523 2.572 -4.967 0.11
H 5.607 1.118 -2.976 0.12
H 1.849 -5.368 -0.979 0.13
H 2.676 -5.676 1.594 0.09
H 2.374 -4.297 2.668 0.09
H 3.916 -4.439 1.827 0.09
H 2.408 -4.733 -3.265 0.12
H 1.561 -5.191 -5.530 0.11
H -0.518 -4.095 -6.331 0.11
H -1.699 -2.491 -4.848 0.11
H -0.837 -2.002 -2.624 0.06
H -1.985 -0.889 4.864 0.13
H -3.111 0.735 6.274 0.11
H -3.460 3.105 5.539 0.11
H -2.537 3.936 3.463 0.12
H -0.711 2.468 2.621 0.09
O 2.861 3.298 0.851 -0.25
S 1.564 3.029 1.384 0.52
O 1.358 3.268 2.781 -0.26
O 1.136 1.600 1.033 -0.57
C 0.368 3.990 0.492 -0.25
C 0.686 5.349 0.455 -0.04
C -0.165 6.239 -0.166 -0.05
C -1.329 5.775 -0.760 -0.05
C -1.643 4.426 -0.732 -0.09
C -0.813 3.494 -0.102 -0.27
P -1.341 1.728 -0.073 1.12
C -2.461 1.667 1.430 -0.36
C -2.638 0.195 1.970 -0.17
C -4.041 -0.138 2.390 -0.07
C -5.071 0.676 2.181 -0.06
C -4.907 1.999 1.543 -0.06
C -3.716 2.461 1.188 -0.09
C -2.400 1.535 -1.529 -0.35
C -3.600 0.835 -1.469 -0.08
C -4.268 0.484 -2.637 -0.07
C -3.738 0.829 -3.872 -0.07
C -2.547 1.549 -3.941 -0.06
C -1.880 1.894 -2.777 -0.11
H 1.611 5.689 0.913 0.13
H 0.082 7.294 -0.195 0.12
H -2.000 6.468 -1.256 0.12
H -2.542 4.081 -1.228 0.11
H -2.274 -0.566 1.301 0.07
H -4.197 -1.100 2.877 0.12
H -6.068 0.375 2.490 0.11
H -5.789 2.611 1.391 0.11
H -3.613 3.459 0.772 0.11
H -4.035 0.583 -0.509 0.08
H -5.213 -0.049 -2.579 0.11
H -4.254 0.548 -4.784 0.11
H -2.131 1.833 -4.902 0.11
H -0.949 2.444 -2.840 0.10
S 1.642 0.143 -4.736 0.74
C 1.065 0.226 -3.270 -0.91
N 0.636 0.286 -2.155 -0.10
C -1.772 -4.873 1.311 -0.10
C -1.635 -3.351 1.292 -0.37
S -1.402 -2.784 -0.388 1.02
O -1.097 -1.270 -0.277 -0.68
C -3.063 -2.912 -1.037 -0.35
C -4.199 -2.422 -0.165 -0.11
H -1.798 -5.228 2.344 0.09
H -0.925 -5.349 0.809 0.08
H -2.693 -5.208 0.824 0.08
H -0.735 -3.006 1.794 0.08
H -2.496 -2.838 1.725 0.08
H -3.153 -3.973 -1.296 0.10
H -2.989 -2.349 -1.973 0.08
H -4.373 -3.069 0.699 0.08
H -5.117 -2.413 -0.758 0.10
H -4.027 -1.408 0.188 0.04
```

No. 2
Here is a structure of composition C53H53ClCoN4O4S2 at a distorted geometry from the OMol25 dataset. Energies are from ωB97M-V with the def2-TZVPD basis set.

Values from the calculation:
Expectation value of S²: 6.026
HOMO (spin up / spin down) in eV: -3.850 / -4.856
Net charge: -1
Spin multiplicity: 5
Max |F| in hartree/bohr: 0.0633
HOMO-LUMO gap (spin up / spin down) in eV: 5.536 / 6.801

Geometry as XYZ:
```
118
Properties=species:S:1:pos:R:3:lowdin_spin:R:1
Co 0.174 0.104 0.595 2.71
O -1.075 2.480 3.984 0.00
C -1.553 1.488 4.760 0.00
C -2.096 1.817 5.997 0.00
C -2.592 0.831 6.831 0.00
C -2.558 -0.500 6.430 0.00
C -2.031 -0.840 5.204 0.00
C -1.513 0.140 4.349 0.00
C -0.966 -0.229 3.056 0.01
O -0.568 0.687 2.214 0.06
N -0.943 -1.502 2.739 0.00
N -0.587 -1.779 1.483 0.05
C -0.637 -3.057 1.211 -0.01
S -1.023 -4.203 2.497 0.00
C -0.414 -5.593 1.467 0.00
C -1.004 -5.427 0.089 0.00
S -0.870 -3.657 -0.406 0.00
H -0.781 2.052 3.144 0.00
H -2.098 2.856 6.293 0.00
H -2.997 1.099 7.797 0.00
H -2.938 -1.270 7.086 0.00
H -1.997 -1.865 4.872 0.00
H -0.734 -6.518 1.941 0.00
H 0.673 -5.523 1.449 0.00
H -2.065 -5.680 0.072 0.00
H -0.477 -6.022 -0.656 0.00
C 3.074 2.793 0.033 0.00
C 2.729 2.231 -1.347 0.00
C 3.302 3.136 -2.445 0.00
C 3.227 0.811 -1.506 0.01
C 4.581 0.595 -1.722 0.00
C 5.070 -0.666 -2.000 0.01
C 4.190 -1.725 -2.091 0.00
C 2.836 -1.564 -1.843 0.01
C 1.919 -2.756 -1.964 0.00
C 2.319 -3.843 -0.964 0.00
C 1.919 -3.329 -3.385 0.00
C 2.350 -0.290 -1.505 0.03
N 0.999 -0.108 -1.154 0.27
C 0.077 0.094 -2.109 0.12
C -1.243 0.416 -1.671 0.12
N -1.444 0.471 -0.347 0.27
C -2.647 0.994 0.160 0.03
C -2.785 2.385 0.308 0.01
C -3.927 2.879 0.918 0.00
C -4.939 2.033 1.332 0.01
C -4.831 0.673 1.112 0.00
C -3.694 0.134 0.528 0.01
C -3.627 -1.341 0.212 0.00
C -4.588 -1.681 -0.932 0.00
C -3.942 -2.223 1.420 0.00
C -1.736 3.330 -0.239 0.00
C -2.375 4.547 -0.916 0.00
C -0.750 3.780 0.844 0.00
C -2.072 0.659 -2.815 0.02
C -3.382 1.059 -3.049 0.01
C -3.816 1.168 -4.372 0.00
C -2.998 0.909 -5.458 0.02
C -1.646 0.543 -5.263 0.01
C -0.658 0.303 -6.247 0.02
C 0.645 0.027 -5.870 0.00
C 1.053 -0.053 -4.537 0.01
C 0.100 0.121 -3.543 0.02
C -1.230 0.433 -3.938 0.06
H 2.768 3.835 0.104 0.00
H 4.144 2.732 0.219 0.00
H 2.561 2.219 0.798 0.00
H 1.639 2.227 -1.451 0.00
H 4.340 3.391 -2.238 0.00
H 2.733 4.062 -2.497 0.00
H 3.254 2.646 -3.416 0.00
H 5.264 1.432 -1.696 0.00
H 6.127 -0.817 -2.174 0.00
H 4.567 -2.703 -2.350 0.00
H 0.904 -2.423 -1.733 0.00
H 3.353 -4.148 -1.115 0.00
H 1.686 -4.719 -1.092 0.00
H 2.221 -3.461 0.048 0.00
H 2.904 -3.699 -3.667 0.00
H 1.618 -2.572 -4.105 0.00
H 1.214 -4.157 -3.443 0.00
H -4.040 3.943 1.065 0.00
H -5.825 2.437 1.802 0.00
H -5.649 0.026 1.395 0.00
H -2.612 -1.567 -0.127 0.00
H -5.619 -1.505 -0.634 0.00
H -4.485 -2.732 -1.195 0.00
H -4.369 -1.083 -1.812 0.00
H -4.962 -2.072 1.767 0.00
H -3.264 -2.013 2.244 0.00
H -3.837 -3.270 1.142 0.00
H -1.172 2.792 -1.007 0.00
H -2.737 5.263 -0.180 0.00
H -3.205 4.244 -1.551 0.00
H -1.632 5.046 -1.537 0.00
H -1.274 4.117 1.735 0.00
H -0.139 4.599 0.468 0.00
H -0.092 2.956 1.114 0.00
H -4.052 1.297 -2.235 0.00
H -4.840 1.474 -4.552 0.00
H -3.387 1.004 -6.462 0.00
H -0.923 0.354 -7.294 0.00
H 1.385 -0.127 -6.645 0.00
H 2.091 -0.237 -4.297 0.00
Cl 7.513 1.928 4.152 0.00
C 6.123 1.132 3.484 0.00
C 4.875 1.710 3.644 0.00
C 3.773 1.079 3.095 0.00
C 3.918 -0.115 2.401 0.00
C 5.175 -0.690 2.271 0.00
C 6.287 -0.065 2.808 0.00
C 2.708 -0.762 1.759 0.01
O 2.637 -1.974 1.639 0.00
O 1.841 0.099 1.389 0.07
H 4.767 2.641 4.179 0.00
H 2.790 1.510 3.205 0.00
H 5.270 -1.625 1.740 0.00
H 7.273 -0.495 2.704 0.00
```

Among the records above, which one has the lowest max |F|?
C53H52BN7O4PS3Zr

The lowest max |F| belongs to which entry?
C53H52BN7O4PS3Zr

The highest max |F| belongs to which entry?
C53H53ClCoN4O4S2